# 1
Molecular formula: C24H33N3P2Ru
Method: DFT, wB97M-V/def2-TZVPD

Output
gap between HOMO and LUMO (spin up / spin down) = 6.44 / 5.65 eV
max |F| = 0.07070 Eh/bohr
E_LUMO (spin up / spin down) = -1.79 / -5.42 eV

ORCA input file:
```
! RIJCOSX wB97M-V def2-TZVPD def2/J DEFGRID3
* xyz 1 6
C 0.717 0.848 -4.720
C 1.103 0.795 -3.383
C 0.807 1.898 -2.547
C 0.109 3.039 -3.057
C -0.244 3.056 -4.435
C 0.052 1.975 -5.245
C -0.253 4.018 -2.127
C 0.205 4.009 -0.805
C 0.933 2.851 -0.385
C 1.379 2.717 0.953
C 1.041 3.709 1.870
C 0.324 4.856 1.470
C -0.072 5.018 0.157
H 0.940 -0.005 -5.364
H -0.767 3.929 -4.829
H -0.233 1.975 -6.302
H -0.789 4.893 -2.481
H 1.338 3.589 2.912
H 0.081 5.616 2.218
H -0.622 5.903 -0.168
N 0.965 1.753 -1.196
Ru -0.535 -0.622 0.012
C 1.720 -0.404 -2.724
H 2.441 -0.077 -1.960
H 2.199 -1.053 -3.466
C 2.097 1.442 1.314
H 2.741 1.127 0.479
H 2.686 1.579 2.231
P 0.459 -1.419 -1.777
P 0.928 0.017 1.573
C 0.173 0.516 3.161
H -0.468 -0.291 3.541
H 0.958 0.741 3.899
H -0.446 1.408 3.002
C 2.053 -1.338 2.024
H 2.668 -1.043 2.885
H 1.457 -2.220 2.283
H 2.695 -1.577 1.169
C -0.584 -1.998 -3.168
H 0.026 -2.446 -3.965
H -1.289 -2.739 -2.769
H -1.159 -1.149 -3.559
C 1.517 -2.882 -1.477
H 0.909 -3.696 -1.065
H 1.969 -3.207 -2.424
H 2.305 -2.628 -0.757
H -0.640 0.887 -0.726
H -1.554 -1.384 -0.964
C -3.622 -1.946 4.533
C -2.767 -2.276 3.377
C -2.175 -3.457 2.984
C -1.443 -3.198 1.808
N -1.588 -1.887 1.483
N -2.393 -1.358 2.456
C -0.627 -4.159 1.039
H -4.544 -2.545 4.505
H -3.099 -2.193 5.471
H -3.894 -0.895 4.547
H -2.234 -4.415 3.486
H -2.689 -0.383 2.443
H 0.448 -3.927 1.108
H -0.776 -5.164 1.472
H -0.936 -4.181 -0.017
*
```

# 2
Molecular formula: C24H33N5O3
Method: DFT, wB97M-V/def2-TZVPD

Output
gap between HOMO and LUMO = 9.27 eV
ΔE to the lowest compared entry with this formula, charge and spin = 14.0 kJ/mol
max |F| = 0.02937 Eh/bohr
E_LUMO = 0.61 eV

ORCA input file:
```
! RIJCOSX wB97M-V def2-TZVPD def2/J DEFGRID3
* xyz 0 1
C -3.828 -1.011 -2.466
C -2.727 -1.963 -2.013
C -2.007 -1.495 -0.742
C -2.485 -2.197 0.541
C -3.921 -1.863 0.914
N -1.619 -1.815 1.642
C -0.448 -2.427 1.886
O -0.072 -3.433 1.328
C 0.401 -1.703 2.950
N 0.886 -0.435 2.414
C 2.152 -0.459 1.810
O 2.859 -1.446 1.834
C 2.453 0.799 1.196
C 1.600 1.890 1.266
N 2.118 2.941 0.595
C 3.263 2.496 0.118
N 3.522 1.218 0.442
C 4.657 0.419 0.051
C 4.731 0.180 -1.461
C 3.714 -0.809 -2.054
C 2.274 -0.300 -1.988
C 3.817 -2.193 -1.417
N 0.423 1.831 1.945
C -0.501 2.959 1.940
C -1.524 2.785 0.846
C -2.808 2.347 1.137
C -3.731 2.171 0.120
C -3.374 2.425 -1.194
C -2.087 2.842 -1.491
C -1.164 3.021 -0.475
C 0.026 0.648 2.508
O -1.049 0.553 3.077
H -3.403 -0.040 -2.711
H -4.324 -1.402 -3.352
H -4.574 -0.870 -1.690
H -3.144 -2.958 -1.847
H -2.000 -2.052 -2.823
H -2.122 -0.414 -0.624
H -0.940 -1.709 -0.834
H -2.366 -3.279 0.411
H -4.044 -0.785 0.997
H -4.608 -2.242 0.164
H -4.172 -2.318 1.870
H -1.843 -0.963 2.141
H -0.191 -1.506 3.845
H 1.272 -2.319 3.179
H 3.927 3.101 -0.467
H 5.567 0.939 0.370
H 4.588 -0.529 0.587
H 4.634 1.139 -1.976
H 5.732 -0.205 -1.670
H 3.982 -0.902 -3.114
H 1.875 -0.383 -0.981
H 2.206 0.738 -2.309
H 1.642 -0.899 -2.640
H 3.196 -2.898 -1.963
H 3.475 -2.184 -0.385
H 4.844 -2.552 -1.441
H 0.101 3.853 1.772
H -0.987 2.997 2.917
H -3.081 2.142 2.161
H -4.733 1.841 0.352
H -4.099 2.299 -1.984
H -1.803 3.033 -2.515
H -0.160 3.351 -0.699
*
```

# 3
Molecular formula: C24H33N8O5P
Method: DFT, wB97M-V/def2-TZVPD

Output
gap between HOMO and LUMO = 8.46 eV
ΔE to the lowest compared entry with this formula, charge and spin = 0.0 kJ/mol
max |F| = 0.06239 Eh/bohr
E_LUMO = -0.54 eV

ORCA input file:
```
! RIJCOSX wB97M-V def2-TZVPD def2/J DEFGRID3
* xyz 0 1
H 1.310 -0.054 0.680
N 2.202 0.314 1.031
C 3.167 -0.404 0.596
C 4.667 -0.111 0.902
C 2.832 -1.635 -0.326
N 2.695 -1.309 -1.782
C 1.278 -1.280 -2.100
O 0.547 -2.216 -2.183
C 1.031 0.252 -2.244
C -0.180 1.038 -2.274
C -1.576 0.349 -2.153
C -2.460 1.247 -1.159
C -3.543 0.396 -0.371
N -3.204 0.443 1.087
C -0.111 2.512 -2.382
C 1.175 3.193 -2.462
C 2.399 2.367 -2.420
P 4.016 3.256 -2.471
O 4.376 3.607 -3.867
O 5.174 2.442 -1.635
O 3.770 4.686 -1.627
C 2.337 0.931 -2.323
C 3.444 -0.169 -2.263
O 4.595 -0.155 -2.563
H 4.846 -0.274 1.985
H 4.860 0.951 0.591
H 5.296 -0.785 0.260
H 3.545 -2.490 -0.217
H 1.832 -2.024 0.013
H -2.039 0.297 -3.172
H -1.428 -0.689 -1.752
H -1.725 1.633 -0.401
H -2.879 2.083 -1.770
H -3.632 -0.655 -0.743
H -4.533 0.917 -0.493
H -2.288 -0.023 1.146
H -3.007 1.426 1.326
H -1.050 3.111 -2.407
H 1.200 4.301 -2.519
H 5.920 2.291 -2.246
H 3.230 4.444 -0.845
C -6.875 -2.026 0.113
C -6.880 -1.125 -1.034
N -6.878 -0.413 -1.936
H -7.836 -2.514 0.241
H -6.124 -2.809 0.002
H -6.653 -1.491 1.039
C 4.054 -3.302 3.715
C 2.842 -3.265 2.903
N 1.889 -3.235 2.263
H 4.245 -4.304 4.101
H 4.931 -3.002 3.138
H 3.981 -2.629 4.570
C 8.803 1.627 1.957
C 7.642 0.902 2.465
N 6.728 0.333 2.864
H 9.600 1.674 2.700
H 9.214 1.148 1.067
H 8.546 2.652 1.687
C -7.611 -5.782 1.434
C -8.088 -5.023 0.282
N -8.463 -4.424 -0.623
H -8.365 -6.487 1.787
H -6.715 -6.356 1.190
H -7.361 -5.126 2.269
C -5.917 3.500 1.118
C -4.502 3.378 1.450
N -3.387 3.281 1.711
H -6.505 3.804 1.985
H -6.080 4.242 0.335
H -6.325 2.553 0.760
*
```

# 4
Molecular formula: C24H33O3Si
Method: DFT, wB97M-V/def2-TZVPD

Output
gap between HOMO and LUMO = 6.05 eV
ΔE to the lowest compared entry with this formula, charge and spin = 0.0 kJ/mol
max |F| = 0.03686 Eh/bohr
E_LUMO = -4.93 eV

ORCA input file:
```
! RIJCOSX wB97M-V def2-TZVPD def2/J DEFGRID3
* xyz 1 1
C -1.654 0.680 1.769
C -0.949 0.419 3.100
C -0.800 1.680 3.951
C 0.382 -0.286 2.866
C 0.518 -1.625 3.016
O 1.394 0.489 2.404
Si 2.888 0.789 3.203
C 4.145 -0.176 2.224
C 2.971 2.638 2.943
C 2.779 0.315 5.010
H -1.802 -0.263 1.226
H -2.639 1.130 1.951
H -1.069 1.360 1.131
H -1.548 -0.316 3.661
H -0.348 1.438 4.925
H -0.196 2.455 3.450
H -1.797 2.096 4.145
H 1.466 -2.136 2.849
H -0.365 -2.189 3.340
H 5.156 0.023 2.604
H 3.972 -1.258 2.279
H 4.117 0.113 1.165
H 3.894 3.059 3.355
H 2.936 2.879 1.873
H 2.128 3.151 3.422
H 3.708 0.616 5.513
H 1.952 0.816 5.529
H 2.661 -0.766 5.157
C -0.380 5.390 -3.590
O 0.311 4.710 -2.511
C 0.299 3.355 -2.421
C 0.848 2.797 -1.237
C 0.648 1.472 -0.943
C -0.033 0.600 -1.845
C -0.279 -0.726 -1.426
C -1.127 -1.661 -2.071
C -0.891 -3.055 -1.852
C -1.663 -4.005 -2.493
C -2.681 -3.572 -3.386
O -3.365 -4.574 -4.001
C -2.790 -5.843 -3.512
C -1.688 -5.502 -2.495
C -2.958 -2.217 -3.613
C -2.214 -1.283 -2.924
C -0.387 1.140 -3.116
C -0.271 2.491 -3.393
H -0.196 6.444 -3.395
H 0.038 5.109 -4.564
H -1.458 5.190 -3.557
H 1.372 3.460 -0.546
H 1.016 1.067 0.007
H 0.269 -1.083 -0.554
H -0.052 -3.362 -1.218
H -3.615 -6.419 -3.080
H -2.414 -6.376 -4.392
H -0.738 -5.948 -2.799
H -1.946 -5.915 -1.514
H -3.735 -1.950 -4.323
H -2.441 -0.230 -3.058
H -0.755 0.469 -3.891
H -0.626 2.894 -4.348
*
```

# 5
Molecular formula: C24H34BIrN7
Method: DFT, wB97M-V/def2-TZVPD

Output
gap between HOMO and LUMO (spin up / spin down) = 9.75 / 5.26 eV
max |F| = 0.01254 Eh/bohr
E_LUMO (spin up / spin down) = -4.72 / -9.37 eV

ORCA input file:
```
! RIJCOSX wB97M-V def2-TZVPD def2/J DEFGRID3
* xyz 2 6
Ir -0.552 -0.541 -0.558
C -2.880 2.183 -1.269
C -1.878 2.384 -0.178
C -1.663 3.482 0.644
C -0.690 3.106 1.559
C -0.113 3.889 2.695
N -0.319 1.844 1.276
N -1.034 1.408 0.197
B 0.432 0.805 2.146
N -0.579 -0.325 2.465
N -1.194 -0.979 1.445
C -2.049 -1.890 1.981
C -2.885 -2.780 1.119
C -1.961 -1.810 3.356
C -1.025 -0.813 3.633
C -0.549 -0.309 4.954
N 1.604 0.149 1.351
N 1.329 -0.767 0.364
C 2.463 -1.462 0.091
C 2.488 -2.621 -0.852
C 3.475 -0.942 0.873
C 2.901 0.051 1.669
C 3.547 0.898 2.715
H -2.865 3.007 -1.984
H -3.887 2.134 -0.851
H -2.702 1.248 -1.802
H -2.181 4.430 0.615
H -0.577 4.870 2.733
H 0.963 4.023 2.574
H -0.280 3.393 3.652
H 0.841 1.310 3.149
H -2.993 -2.370 0.113
H -3.884 -2.891 1.539
H -2.446 -3.777 1.048
H -2.509 -2.393 4.082
H -1.011 -0.882 5.752
H -0.808 0.743 5.090
H 0.535 -0.397 5.045
H 1.552 -2.715 -1.402
H 2.644 -3.547 -0.295
H 3.309 -2.528 -1.563
H 4.501 -1.281 0.912
H 4.587 0.605 2.835
H 3.047 0.802 3.681
H 3.516 1.952 2.431
C 0.749 2.351 -2.085
N 0.647 0.903 -2.325
C 1.998 0.350 -2.512
C -0.195 0.607 -3.496
C -0.556 -0.848 -3.513
C -0.552 -1.589 -4.678
C -0.937 -2.932 -4.665
C -1.320 -3.559 -3.477
C -1.316 -2.846 -2.295
C -0.906 -1.502 -2.312
H 1.299 2.824 -2.905
H 1.286 2.531 -1.153
H -0.233 2.801 -2.026
H 2.478 0.835 -3.368
H 1.945 -0.717 -2.702
H 2.598 0.538 -1.625
H 0.316 0.898 -4.418
H -1.098 1.212 -3.424
H -0.249 -1.119 -5.608
H -0.937 -3.495 -5.591
H -1.620 -4.600 -3.475
H -1.618 -3.336 -1.376
*
```

# 6
Molecular formula: C24H34BrN3O9
Method: DFT, wB97M-V/def2-TZVPD

Output
gap between HOMO and LUMO = 5.77 eV
max |F| = 0.07278 Eh/bohr
E_LUMO = -1.29 eV

ORCA input file:
```
! RIJCOSX wB97M-V def2-TZVPD def2/J DEFGRID3
* xyz 0 1
C 7.550 0.681 0.949
O 6.610 1.600 0.384
C 5.620 0.921 -0.430
C 5.135 1.962 -1.501
C 3.785 2.698 -1.159
C 3.662 3.186 0.318
C 4.494 4.507 0.678
C 5.650 4.971 -0.279
O 6.806 4.803 0.146
O 5.438 5.459 -1.461
N 3.560 5.544 1.213
C 2.450 4.710 1.632
N 1.748 5.185 2.631
Br 0.319 4.243 3.346
N 2.333 3.482 0.916
C 1.151 3.678 0.012
C 0.143 2.465 0.106
C -1.184 2.663 0.730
C -2.158 1.581 0.818
C -1.879 0.224 0.304
C -0.556 0.028 -0.300
C -0.176 -1.370 -0.889
C 0.429 1.126 -0.380
H 7.256 -0.393 0.840
H 8.590 0.857 0.541
H 7.626 0.935 2.049
H 5.999 -0.039 -0.863
H 4.794 0.646 0.300
H 4.946 1.379 -2.452
H 5.956 2.684 -1.763
H 2.945 2.055 -1.524
H 3.758 3.628 -1.804
H 4.107 2.475 1.071
H 5.047 4.215 1.617
H 3.349 6.198 0.446
H 2.012 6.090 3.022
H 0.564 4.551 0.428
H 1.401 3.956 -1.040
H -1.464 3.652 1.154
H -3.171 1.716 1.270
H -2.621 -0.603 0.342
H -0.947 -1.732 -1.616
H 0.749 -1.201 -1.515
H 0.084 -2.134 -0.114
H 1.407 0.859 -0.836
C -4.240 -5.342 -1.422
C -3.379 -5.028 -2.629
C -2.251 -6.004 -2.820
O -1.271 -5.210 -3.485
C -1.469 -3.929 -3.069
O -0.689 -3.041 -3.211
O -2.678 -3.794 -2.459
H -5.166 -4.771 -1.458
H -4.497 -6.404 -1.387
H -3.735 -5.064 -0.496
H -3.997 -4.950 -3.529
H -2.538 -6.862 -3.427
H -1.826 -6.361 -1.877
C -7.714 -3.958 2.429
C -6.406 -3.230 2.204
C -6.570 -1.740 2.088
O -5.467 -1.376 1.260
C -5.212 -2.449 0.463
O -4.537 -2.419 -0.516
O -5.838 -3.567 0.934
H -7.528 -4.986 2.745
H -8.311 -3.469 3.201
H -8.296 -4.012 1.507
H -5.684 -3.493 2.983
H -6.518 -1.237 3.053
H -7.495 -1.445 1.582
*
```

In the order shown, the computed energy values come out to -51043.766, -39019.770, -56868.966, -39438.147, -39369.634, -118374.336 eV.